Entry 1:
A 10-piece molecular cluster, C30H70N10O10 overall at a distorted geometry, computed with the ωB97M-V functional and the def2-TZVPD basis.

```
120
Properties=species:S:1:pos:R:3:forces:R:3
C -11.62432 15.07171 21.41236 0.7 0.4 0.5
C -11.28232 14.15072 22.59597 -0.6 -0.2 -0.6
O -10.31275 14.33535 23.30104 0.3 -0.1 0.0
N -12.18356 13.15064 22.77253 0.1 0.3 -0.1
C -12.08482 12.09614 23.78289 0.3 0.5 -0.9
H -11.08117 15.98568 21.65712 -0.4 0.2 -0.1
H -12.69222 15.25675 21.30559 0.0 0.1 0.1
H -11.23259 14.76374 20.44269 0.1 -0.5 0.2
H -12.96352 13.18121 22.14205 -0.1 -0.3 0.0
H -11.95789 11.15142 23.25276 -0.2 -0.1 0.3
H -12.98454 12.11903 24.39257 0.2 -0.2 0.3
H -11.17213 12.30825 24.33528 -0.2 -0.1 0.4
C -5.29468 6.46374 20.05055 -1.8 -0.2 -0.5
C -4.85329 7.86238 19.64556 1.3 -1.1 1.6
O -4.85486 8.77103 20.46707 -0.4 0.1 -0.7
N -4.29944 7.93312 18.41990 -0.3 0.9 -0.9
C -3.74707 9.16962 17.89537 0.4 0.0 0.3
H -5.56553 5.87558 19.16774 0.2 -0.1 0.0
H -6.24077 6.58770 20.58909 0.1 0.1 0.0
H -4.70957 5.83160 20.71372 0.7 0.6 -0.1
H -4.18903 7.12453 17.83744 -0.3 -0.3 0.2
H -2.65994 9.06486 17.89480 0.0 0.4 -0.1
H -4.04229 9.98173 18.55542 0.1 -0.1 0.1
H -4.08105 9.43549 16.89204 -0.1 -0.4 0.0
C -11.64272 4.13461 23.11682 -0.2 -0.6 -1.3
C -13.08146 4.14164 22.61270 0.0 2.3 1.8
O -13.95335 4.59360 23.35865 -0.1 -0.9 -0.5
N -13.27367 3.85534 21.32308 0.1 -1.1 0.0
C -14.57146 3.75186 20.69367 -0.9 1.2 0.2
H -11.50846 3.19857 23.65859 0.3 0.0 -0.1
H -11.33035 4.95400 23.75345 -0.6 0.2 0.1
H -11.07821 4.19365 22.18173 0.7 -0.4 0.5
H -12.46648 3.54685 20.80568 -0.1 -0.1 -0.1
H -14.74965 2.81229 20.18060 0.4 0.1 -0.4
H -14.71292 4.66439 20.10662 0.1 -0.5 -0.8
H -15.41914 3.86688 21.37336 0.6 -0.3 0.7
C -5.33758 13.04593 19.49666 0.4 -0.4 0.1
C -6.66149 12.58552 18.90929 -0.4 0.7 1.5
O -7.71902 12.82824 19.47741 0.1 0.1 -0.4
N -6.59534 11.88653 17.78019 1.0 -1.3 -2.3
C -7.71129 11.45577 16.97003 -2.4 0.7 1.3
H -5.41566 13.25208 20.56199 -0.4 0.0 0.0
H -4.96309 13.95702 19.03042 -0.1 -0.1 -0.2
H -4.58512 12.25904 19.39542 0.1 0.1 -0.2
H -5.71007 11.69805 17.33992 0.3 0.4 0.4
H -8.52243 11.18711 17.65269 0.2 -0.4 0.0
H -7.61684 10.61107 16.29652 0.9 0.0 0.1
H -8.21545 12.27924 16.45399 0.5 0.1 -0.4
C -8.25674 3.33274 21.16408 -0.9 1.0 -0.3
C -9.25965 2.20073 21.01457 1.1 0.0 -0.7
O -9.49387 1.71562 19.91480 -0.2 0.1 0.4
N -9.73032 1.67919 22.15445 -1.1 -0.5 0.2
C -10.60029 0.50807 22.18274 1.1 -0.4 0.7
H -8.51560 4.05834 21.94133 0.1 -0.4 0.4
H -8.34480 3.93561 20.25795 0.4 -0.3 -0.2
H -7.24693 2.95708 21.29863 0.0 0.0 0.0
H -9.75388 2.19446 23.01260 0.5 0.4 -0.1
H -9.93578 -0.36367 22.20583 -0.3 -0.1 -0.1
H -11.27316 0.36972 21.34246 -0.1 0.5 0.0
H -11.08070 0.56080 23.16021 -0.5 -0.3 -0.3
C -16.34557 6.11628 25.34041 -0.6 -1.3 0.2
C -16.28704 7.18856 24.29971 0.0 1.5 0.9
O -17.00202 8.18776 24.39186 0.1 -0.6 -0.3
N -15.30729 7.08591 23.38358 0.1 0.0 -0.6
C -14.94946 8.17449 22.50202 1.2 0.1 -0.6
H -15.63427 5.30867 25.16381 0.1 0.1 0.0
H -17.34383 5.66681 25.36524 0.0 0.0 -0.4
H -16.25480 6.46768 26.36750 0.4 0.5 -0.2
H -14.68231 6.28230 23.34691 -0.6 0.1 0.3
H -14.99959 7.93301 21.43430 -0.5 -0.3 0.1
H -13.87775 8.36444 22.63601 -0.1 0.3 0.2
H -15.47602 9.10945 22.64844 -0.3 -0.2 0.4
C -2.22179 12.39417 24.43127 0.5 -0.7 -0.6
C -3.72676 12.53673 24.49894 -0.1 -0.1 0.3
O -4.26905 13.26716 25.30853 0.2 -0.2 0.1
N -4.45123 11.80654 23.60294 -0.5 -0.2 -0.2
C -5.89163 11.66479 23.69977 -0.5 0.8 0.3
H -1.71342 12.65799 25.35381 -0.3 0.8 -0.1
H -1.88386 12.93779 23.54541 0.2 0.4 0.4
H -1.82685 11.38598 24.25603 -0.7 -0.2 -0.2
H -4.05376 11.35680 22.79664 0.5 -0.1 0.3
H -6.45257 12.25609 22.96961 0.3 -0.3 -0.4
H -6.25799 12.11634 24.62099 0.4 -0.3 0.3
H -6.17068 10.61399 23.65424 -0.1 0.0 -0.1
C -10.44419 7.43282 22.32912 0.0 0.1 -0.6
C -10.26864 8.89498 21.86442 -0.9 -2.2 0.7
O -11.28585 9.55394 21.74914 0.5 0.7 -0.1
N -9.00335 9.27237 21.68978 1.5 1.2 -0.9
C -8.70378 10.60844 21.19977 -1.5 1.6 1.1
H -11.42516 7.15789 21.94454 0.0 -0.2 0.3
H -10.41058 7.35746 23.41393 -0.2 0.1 0.0
H -9.70722 6.72502 21.93933 0.1 0.2 -0.1
H -8.27445 8.59801 21.53529 -0.3 -0.4 0.3
H -7.73732 11.05632 21.41225 0.5 -1.0 -0.4
H -9.30738 11.27985 21.82608 -0.3 0.0 -0.2
H -9.05977 10.83202 20.19729 0.4 -0.4 -0.2
C -11.19677 12.72061 18.08461 0.9 0.5 -0.6
C -11.25577 11.92133 16.77592 0.8 1.2 2.0
O -10.72671 10.82916 16.74565 -0.4 -0.5 -1.0
N -11.77373 12.60128 15.72750 0.0 -1.3 -0.9
C -11.94462 11.89346 14.46252 -0.3 0.6 -0.6
H -12.18096 12.98019 18.46651 0.1 -0.2 0.3
H -10.62420 13.64428 17.92860 -0.5 0.2 -0.4
H -10.49642 12.23808 18.76441 -0.8 -0.5 0.3
H -12.29130 13.44492 15.88403 0.0 0.1 0.1
H -12.05983 12.62537 13.66214 0.0 0.1 0.1
H -12.82640 11.25342 14.43339 0.0 -0.1 0.2
H -11.07963 11.29326 14.19660 0.1 0.0 0.4
C -9.10399 9.25765 25.07345 0.6 -0.1 1.1
C -9.38162 9.84810 26.44808 -1.9 1.8 -0.4
O -9.86093 10.97419 26.53247 0.4 -0.6 0.1
N -9.33976 9.00134 27.50911 1.1 -1.0 -0.4
C -9.87142 9.22911 28.83052 0.2 0.4 0.3
H -8.43104 9.90207 24.51433 0.0 -0.1 0.0
H -10.06798 9.23267 24.57317 0.0 -0.1 0.0
H -8.69963 8.25350 25.21745 0.0 0.0 -0.5
H -8.51840 8.41176 27.45870 -0.4 -0.3 0.2
H -10.95883 9.28348 28.84698 0.0 0.0 -0.3
H -9.50115 10.14929 29.28853 0.1 0.0 0.0
H -9.56366 8.37206 29.42599 -0.1 0.1 0.2
```
Forces are in eV/Å.

The calculation puts the LUMO energy at 0.044 eV. The value obtained for the total energy is -67623.7851 eV. The value obtained for the energy above the lowest of the compared OMol25 structures with the same formula, charge and spin is 377.8 kJ/mol. The frontier orbital gap comes out at 8.681 eV. Its SMILES is CNC(C)=O.CNC(C)=O.CNC(C)=O.CNC(C)=O.CNC(C)=O.CNC(C)=O.CNC(C)=O.CNC(C)=O.CNC(C)=O.CNC(C)=O.



Entry 2:
A 6-piece molecular cluster, C18H39F2NO13 overall at a distorted geometry, computed with the ωB97M-V functional and the def2-TZVPD basis.

```
73
Properties=species:S:1:pos:R:3:forces:R:3
N 0.35081 0.24015 0.49395 3.3 -5.0 -2.5
H 0.00961 0.37768 1.38023 -1.7 0.6 2.5
H 1.39656 -0.16894 0.63052 -3.0 1.1 -1.0
H 0.27794 0.99961 -0.11016 0.3 2.2 -0.9
H -0.16272 -0.51687 -0.08674 1.0 0.9 1.9
O 1.18195 -2.61536 0.07676 15.3 0.5 -5.6
H 0.43292 -2.59398 0.33820 -15.2 0.2 5.6
C 4.02770 -0.94952 1.34434 -1.5 -2.9 -3.5
C 3.74800 -2.22131 2.21089 1.0 -2.8 -2.7
O 2.91339 -1.82246 3.22357 -0.2 0.3 0.7
C 2.52327 -0.56657 2.93745 -1.6 -0.2 4.2
O 1.78445 0.13160 3.56525 -1.1 -0.7 0.7
O 3.13591 -0.09482 1.96132 2.2 3.7 -4.0
F 4.99621 -2.69400 2.63614 -0.9 0.4 0.6
H 3.49535 -1.14980 0.19128 2.0 0.4 3.2
H 5.11142 -0.64036 1.31727 -1.4 -0.1 0.2
H 3.21999 -3.10360 1.69357 0.9 1.5 0.4
C -0.65406 -4.24067 -2.32451 0.8 -1.1 1.0
C -0.12250 -3.01294 -2.93421 3.1 2.2 0.3
O -1.25586 -2.35825 -3.40740 1.7 3.2 0.4
C -2.23346 -3.17549 -3.53755 -0.3 -3.7 -0.4
O -3.25027 -3.02141 -4.09685 -1.8 0.9 -0.5
O -1.85243 -4.38692 -3.04530 -1.0 -1.3 -0.5
F 0.61795 -3.30724 -4.10034 -0.1 0.1 0.9
H -0.99727 -3.99893 -1.34217 0.5 0.0 1.1
H 0.07168 -5.13183 -2.25949 -1.4 1.4 -0.6
H 0.48966 -2.28078 -2.22445 -1.2 -1.9 -1.4
C -3.18212 1.60683 -0.78332 0.6 -0.8 1.4
O -1.76416 1.43497 -1.08559 -1.3 1.0 0.3
C -1.66174 1.16674 -2.49526 1.5 2.8 0.8
C -0.15975 1.35457 -2.97497 -2.7 3.7 -2.8
O 0.59696 0.48376 -2.35743 1.2 -3.7 1.8
C 1.92520 0.23907 -2.78635 -1.2 2.6 2.6
C 2.78178 1.44617 -2.41743 2.3 1.3 -1.5
O 2.51621 1.76692 -1.08526 -1.4 -2.2 0.7
C 3.43267 2.46411 -0.36223 3.2 0.3 0.1
H -3.32186 1.67978 0.28746 0.7 0.0 0.6
H -3.68024 0.65657 -0.99327 -0.3 0.3 -0.7
H -3.73130 2.51547 -1.09826 0.8 -0.4 -1.0
H -2.50788 1.79125 -2.87339 1.3 -0.6 -1.1
H -1.74611 0.15159 -2.60944 -1.1 -2.7 -0.7
H 0.26619 2.36477 -2.86169 -0.6 0.3 0.5
H -0.12019 1.26741 -4.08875 -0.4 -0.5 0.3
H 2.04025 -0.01495 -3.75576 -0.2 -0.2 -3.8
H 2.14437 -0.68687 -2.31920 1.0 -0.5 1.3
H 2.78063 2.49284 -2.88337 -1.3 -1.4 -0.7
H 3.84140 1.21587 -2.87571 -0.9 -0.3 2.1
H 3.65499 3.41825 -1.03020 -0.1 -1.1 2.1
H 4.42914 1.78575 -0.37718 -1.7 1.8 0.4
H 3.09290 2.58339 0.77168 0.6 0.1 -2.7
C -2.70351 -2.07851 -0.03840 -1.4 -0.7 1.4
O -2.00821 -1.44116 1.02041 2.3 0.0 -1.1
C -2.94642 -1.07810 2.05789 6.2 0.0 1.6
C -2.28704 -0.37986 3.31945 -6.4 -11.6 2.5
O -2.13157 0.67544 2.81734 4.0 16.6 -3.6
C -1.62268 1.73085 3.75470 -0.7 -0.2 -2.4
C -1.35376 3.06940 3.03997 -3.3 -7.1 -5.6
O -0.24996 2.70920 2.07885 -1.9 1.9 0.5
C 0.09802 3.83373 1.23781 11.3 -2.2 10.8
H -3.71769 -1.63705 -0.06861 0.3 0.0 -0.6
H -2.91134 -3.14270 0.23751 0.4 0.5 -0.3
H -2.23236 -2.03217 -1.01664 0.4 0.3 0.2
H -3.17589 -1.97015 2.31165 -4.0 -5.7 1.9
H -3.34339 -0.35897 1.53437 -4.4 3.5 -1.6
H -1.47787 -0.85279 3.72312 2.7 -1.8 1.1
H -3.11635 -0.45095 4.14517 0.7 0.1 -0.7
H -0.85555 1.31794 4.31900 2.4 -0.7 0.3
H -2.33626 1.80310 4.51032 -2.0 0.7 1.1
H -1.03626 3.70129 3.68729 2.0 4.7 4.0
H -2.47664 3.29005 2.59258 3.2 0.1 0.4
H 1.10842 3.64064 0.78549 -1.1 -0.4 0.2
H 0.37904 4.75268 1.85907 -0.9 -1.0 -0.5
H -0.48627 4.01688 0.61500 -9.6 2.8 -9.8
```
Forces are in eV/Å.

The calculation puts the LUMO energy at 0.425 eV. The value obtained for the total energy is -52825.6234 eV. The value obtained for the energy above the lowest of the compared OMol25 structures with the same formula, charge and spin is 251.1 kJ/mol. The frontier orbital gap comes out at 7.940 eV.



Entry 3:
C6H4BO12STl as an isolated structure at a distorted geometry, computed with the ωB97M-V functional and the def2-TZVPD basis.

```
25
Properties=species:S:1:pos:R:3:forces:R:3
Tl 1.50897 -0.77452 -3.86769 -0.1 -0.3 -0.1
O 0.14321 1.15827 -2.30551 -0.4 0.0 -0.3
C 0.49703 1.26842 -1.17497 -0.7 0.7 -1.3
O -0.02735 1.98895 -0.22795 0.3 -0.1 1.8
B 0.90484 1.92359 0.96745 -0.3 -0.9 -1.3
O 1.82931 0.75298 0.60818 -0.5 2.3 2.6
C 1.68172 0.50020 -0.63398 0.2 -2.9 -0.8
O 2.15572 -0.42313 -1.24976 0.3 0.8 0.1
O 0.27068 1.91415 2.35428 0.7 1.2 -1.3
C 0.35741 3.10716 2.92917 -2.5 -3.3 3.3
O -0.08864 3.47292 3.95957 1.0 0.4 -1.9
C 1.37841 3.94149 1.95553 2.1 3.5 -2.2
O 1.56877 3.23930 0.91867 0.2 -1.2 0.2
O 1.73634 5.04036 2.16713 -0.6 -0.5 1.2
C -1.04571 -2.38723 0.58406 -1.1 -0.8 -0.8
C -1.70409 -1.41449 -0.40664 0.7 -1.1 0.2
O -1.19207 -1.78007 -1.69644 0.5 -1.1 0.3
S -1.08855 -3.44707 -1.70286 0.8 0.3 0.7
O 0.17736 -3.63025 -2.31244 1.2 0.0 -0.4
O -2.16948 -4.12149 -2.29917 -0.8 0.4 0.4
O -0.99785 -3.70872 -0.10890 -0.7 1.7 -1.2
H -1.69581 -2.47615 1.46759 0.7 -0.2 -0.1
H -0.01374 -2.11989 0.74697 0.2 0.1 0.5
H -1.45559 -0.41321 -0.07463 -0.2 0.4 -0.6
H -2.73087 -1.61159 -0.59766 -1.4 0.4 1.0
```
Forces are in eV/Å.

The calculation puts the LUMO energy at -15.179 eV. The net charge is +2. The value obtained for the total energy is -47040.3759 eV. The frontier orbital gap comes out at 1.985 eV.



frontier orbital gap of number 1 (C30H70N10O10)?
8.681 eV



frontier orbital gap of number 1 (C30H70N10O10)?
8.681 eV



Which value of frontier orbital gap does entry 3 give?
1.985 eV